This record from the OMol25 dataset describes the ion C4H10N3 with charge +1 in a non-equilibrium geometry. The level of theory is the ωB97M-V functional and the def2-TZVPD basis.

Computed properties:
E	-8764.491	eV
multiplicity	3
LUMO energy (spin up / spin down)	-0.1169 / -0.3482	Ha
total charge	+1
gap between HOMO and LUMO (spin up / spin down)	9.4 / 7.7	eV
energy above the lowest of the compared OMol25 structures with the same formula, charge and spin	5.9409	eV

Structure (XYZ):
```
17
Properties=species:S:1:pos:R:3:forces:R:3:mulliken_spin:R:1
C 1.7706 1.6641 -0.9089 -1.0 0.6 2.5 0.04
C -1.8320 0.8627 1.5458 -1.3 2.7 -0.1 0.01
C 1.2001 0.3003 -0.8774 -2.1 -4.5 0.4 -0.02
C -0.4770 0.5868 1.0383 -1.3 1.5 -1.4 0.03
N -1.2543 -0.8054 -1.0007 0.9 -9.3 0.5 0.61
N -1.4751 0.3300 -1.1496 -2.4 8.4 -2.1 0.76
N -0.3232 0.1811 -0.3585 2.6 2.3 1.1 0.50
H 2.4839 1.7228 -0.0811 0.2 0.2 -0.4 0.00
H 2.1856 1.9442 -1.8255 0.6 0.3 -1.4 0.00
H 0.9792 2.3703 -0.6204 0.2 0.2 -0.4 0.00
H -2.3447 1.6895 0.9987 0.4 -0.7 -0.2 0.01
H -2.4742 0.0244 1.5140 -0.6 -1.0 0.2 0.00
H -1.8159 1.3349 2.5481 0.4 -0.9 -0.2 0.00
H 1.4992 -0.3544 0.0190 0.7 0.8 -1.6 0.01
H 1.1739 -0.3427 -1.8271 0.2 1.1 1.4 0.00
H -0.0904 -0.1362 1.6422 1.8 -2.4 1.5 0.04
H 0.1545 1.4429 1.0815 0.7 0.8 0.3 0.02
```
Forces are in eV/Å.